Below is a gas-phase ion, C4H6N (charge +1), with properties calculated with ωB97M-V with the def2-TZVPD basis set.

The geometry in XYZ format:
```
11
C4H6N (ωB97M-V with the def2-TZVPD basis set)
N -1.26 -0.06 -0.02
C 0.00 -0.44 0.05
C 0.52 -1.72 0.10
C -2.32 0.34 0.03
C 0.95 1.13 0.02
H 0.23 -2.70 -0.09
H 1.83 0.90 -0.65
H 1.26 1.31 1.04
H -3.22 0.94 -0.07
H 0.42 1.91 -0.52
H 1.60 -1.61 0.12
```

The calculation puts the HOMO energy at -15.190 eV. The SMILES is C#[N+]C(=C)C. For the total energy, the calculation gives -5724.4602 eV. The calculation puts the HOMO-LUMO gap at 0.3560 Eh. For the energy above the lowest of the compared OMol25 structures with the same formula, charge and spin, the calculation gives 54.0 kcal per mole. As for the spin multiplicity: 1. Its total charge is +1.